Computed, not measured: a molecular structure, C4H4NdO5 at a distorted geometry, with wB97M-V/def2-TZVPD.

Its spin multiplicity is 5. The value obtained for the gap between HOMO and LUMO (alpha / beta) is 5.80 / 6.19 eV. For the electronic energy, the calculation gives -29725.3813 eV. The calculation puts the energy above the lowest of the compared OMol25 structures with the same formula, charge and spin at 0.0 kcal/mol. As for the total charge: 0.

XYZ file:
```
14
Properties=species:S:1:pos:R:3:forces:R:3:lowdin_charge:R:1
O 1.205 1.492 0.674 -0.2310 -0.7334 -0.0982 0.20
C 1.168 0.838 1.634 0.4188 1.0820 0.5981 -0.41
O 1.188 0.364 2.696 -0.2390 -0.4701 -0.5692 0.20
O -0.132 -1.775 0.178 -0.2932 -0.4274 0.1259 -0.10
C -1.559 -1.413 0.155 -0.0717 -0.5471 0.4236 -0.46
H -1.662 -0.687 0.983 -0.0118 -0.1158 -0.1192 0.05
C -1.823 -0.664 -1.142 -0.1075 0.0952 -0.2349 -0.16
H -1.107 0.159 -1.325 -0.1755 -0.3078 0.1099 0.07
H -1.791 -1.325 -2.024 0.0436 0.1475 0.1976 0.06
H -2.830 -0.220 -1.104 0.2013 -0.0682 -0.0284 0.06
C 0.258 -3.085 0.356 3.2825 1.4095 -0.9928 -0.75
O -0.643 -3.949 0.612 -2.1834 -0.9046 0.4572 -0.29
O 1.463 -3.322 0.223 -1.7948 0.2720 0.3691 0.05
Nd -2.850 -3.606 0.722 1.1617 0.5680 -0.2387 1.50
```
Positions in Å, forces in eV/Å.

Computed, not measured: 2 unconnected molecules or ions with the total composition O5S3 at a distorted geometry, with wB97M-V/def2-TZVPD.

Its spin multiplicity is 1. The value obtained for the gap between HOMO and LUMO (alpha / beta) is 5.52 / 6.54 eV. For the electronic energy, the calculation gives -42738.4563 eV. The calculation puts the energy above the lowest of the compared OMol25 structures with the same formula, charge and spin at 110.8 kcal/mol. As for the total charge: -2.

XYZ file:
```
8
Properties=species:S:1:pos:R:3:forces:R:3:lowdin_charge:R:1
O 2.071 -0.462 0.262 1.1240 -2.2210 -0.8088 -0.40
O -0.703 -1.457 1.019 -0.8334 -0.6862 0.1434 -0.60
O 1.177 1.475 -0.923 -0.5110 -0.7850 1.3758 -0.46
O 1.002 1.139 1.572 -1.1301 0.1904 -1.2230 -0.44
O -3.421 0.440 -0.127 0.4551 -0.2388 0.0438 -0.67
S -0.317 -1.154 -1.927 -0.8953 -0.1978 0.6630 0.05
S 1.059 0.534 0.219 1.0045 3.8444 0.7926 0.22
S -0.869 -0.516 -0.093 0.7861 0.0939 -0.9869 0.31
```
Positions in Å, forces in eV/Å.

Computed, not measured: a molecular structure, C3H4N2O, with wB97M-V/def2-TZVPD.

Its spin multiplicity is 1. The value obtained for the gap between HOMO and LUMO is 10.27 eV. For the electronic energy, the calculation gives -8201.4516 eV. The calculation puts the energy above the lowest of the compared OMol25 structures with the same formula, charge and spin at 56.1 kcal/mol. As for the total charge: 0.

XYZ file:
```
10
Properties=species:S:1:pos:R:3:forces:R:3:lowdin_charge:R:1
O 2.121 -0.473 -0.244 0.0732 0.1694 -0.0233 0.08
C 0.815 -0.188 -0.149 -0.2205 -0.0028 0.0421 -0.42
C -0.210 -1.113 0.053 0.0872 -0.0419 0.0106 -0.09
N -1.384 -0.443 0.052 0.1207 0.0863 0.0151 0.02
C -0.977 0.913 -0.068 -0.0058 0.2543 -0.2828 -0.27
N 0.349 1.063 -0.211 -0.0918 -0.2386 0.0259 0.12
H 2.582 0.367 -0.381 -0.0119 -0.1351 0.0154 0.12
H -0.153 -2.177 0.228 -0.0032 0.1531 -0.0299 0.11
H -1.437 0.372 1.025 -0.0652 -0.1166 0.1574 0.20
H -1.707 1.679 -0.305 0.1173 -0.1280 0.0693 0.13
```
Positions in Å, forces in eV/Å.

Computed, not measured: a molecular structure, C24H61CaN2O10 at a distorted geometry, with wB97M-V/def2-TZVPD.

Its spin multiplicity is 1. The value obtained for the gap between HOMO and LUMO is 3.50 eV. For the electronic energy, the calculation gives -67756.0979 eV. The calculation puts the energy above the lowest of the compared OMol25 structures with the same formula, charge and spin at 222.7 kcal/mol. As for the total charge: +1.

XYZ file:
```
98
Properties=species:S:1:pos:R:3:forces:R:3:lowdin_charge:R:1
Ca 3.613 24.232 -18.249 -0.0097 0.9062 -0.5368 1.63
C -1.672 25.222 -13.930 0.3841 1.4527 -1.1493 -0.03
C -0.745 24.937 -15.108 0.1079 -0.5800 -0.3649 -0.87
O -0.605 25.734 -16.034 -0.2708 2.4333 -1.0660 -0.10
O -0.191 23.839 -15.130 1.3503 -2.6782 0.8008 -0.09
H -1.316 24.735 -13.022 -0.6591 -0.0885 -0.1734 0.07
H -2.672 25.061 -14.334 -0.1664 -0.7526 0.6673 0.07
H -1.653 26.311 -13.884 0.1024 0.1232 0.6931 0.06
C -6.320 27.874 -18.961 -0.0484 1.7078 1.3728 -0.11
O -6.565 28.448 -17.613 -0.3609 -1.0480 -1.0799 -0.15
H -6.923 26.994 -19.186 0.2614 -0.1650 0.7081 0.07
H -6.660 28.633 -19.665 0.3475 0.0135 -0.2940 0.07
H -5.240 27.729 -18.999 -0.1923 -0.4576 -0.6247 0.07
H -5.757 28.891 -17.342 -0.0075 -0.0583 -0.0708 0.06
C 5.567 20.645 -16.061 0.1590 -0.5057 0.1635 -0.10
O 5.921 21.468 -17.171 0.9869 0.3395 0.0681 -0.25
C 7.288 21.297 -17.719 -1.8055 0.3955 1.1231 -0.16
C 7.536 22.367 -18.775 0.5683 -0.3324 -0.0153 -0.19
N 6.541 22.560 -19.816 -1.4230 0.4348 0.1761 -0.09
C 6.356 21.502 -20.772 -1.6344 -1.6613 -0.8750 -0.20
C 5.611 20.205 -20.283 0.8319 1.4122 1.1541 -0.16
O 4.614 20.587 -19.300 0.4785 -0.5887 -0.5427 -0.24
C 3.770 19.480 -18.992 -1.4225 0.1559 -1.7584 -0.11
H 5.762 21.028 -15.059 0.7249 0.6083 -0.1114 0.08
H 6.061 19.675 -16.124 -0.0617 -0.1255 -0.1009 0.09
H 4.491 20.483 -15.999 -0.1220 -0.0114 -0.7502 0.08
H 7.489 20.277 -18.047 -0.5330 -0.1075 -0.2506 0.12
H 7.995 21.463 -16.906 0.1644 0.1655 0.0247 0.13
H 8.473 22.050 -19.232 0.4957 0.2417 -0.0007 0.13
H 7.691 23.295 -18.224 -0.0058 0.1736 -0.3121 0.12
H 6.757 23.240 -20.531 0.7924 1.2068 1.1087 0.11
H 7.273 21.313 -21.330 0.4665 -0.8350 0.3879 0.12
H 5.761 21.931 -21.578 -0.4830 0.1074 0.0800 0.11
H 6.362 19.599 -19.775 -0.1245 -0.4286 -0.0128 0.11
H 5.190 19.633 -21.110 -0.1219 0.1459 -0.0848 0.13
H 3.234 19.300 -19.924 -0.1404 -0.5460 -0.3276 0.08
H 2.922 19.747 -18.361 0.6309 0.3401 0.6714 0.09
H 4.188 18.509 -18.725 0.6980 0.3892 0.4417 0.10
C 5.422 26.842 -15.797 -0.7881 -0.6063 1.0554 -0.11
O 4.705 26.981 -17.012 -0.5824 -0.3475 -0.6948 -0.25
C 4.835 28.287 -17.626 1.2542 -0.2253 0.4082 -0.21
C 3.906 28.528 -18.788 0.4658 -1.4573 -0.2520 -0.17
N 3.959 27.520 -19.915 0.3504 0.7103 1.7667 -0.06
C 2.854 27.706 -20.825 -0.2355 -0.5254 -1.1481 -0.20
C 2.536 26.395 -21.590 0.6313 1.4744 0.4573 -0.20
O 2.278 25.451 -20.565 -0.5389 -0.2682 0.3975 -0.29
C 1.027 24.845 -20.812 -0.4715 -0.8129 0.0857 -0.09
H 5.127 25.922 -15.292 -0.3476 -0.4842 -0.4611 0.08
H 5.043 27.547 -15.057 0.6531 0.6526 -0.1738 0.10
H 6.503 26.724 -15.867 0.1005 0.8222 -0.3841 0.10
H 5.908 28.408 -17.774 0.1276 0.1175 -0.6883 0.13
H 4.573 29.111 -16.963 -0.1112 -0.2843 0.6999 0.13
H 4.148 29.519 -19.172 -0.3786 0.2485 0.1635 0.13
H 2.956 28.489 -18.254 -0.5550 0.1362 -0.8596 0.13
H 4.829 27.714 -20.390 0.1889 -0.1826 -0.2202 0.11
H 2.945 28.532 -21.530 0.4729 0.1502 -0.1855 0.13
H 1.979 27.994 -20.242 -0.1932 -0.4483 0.0442 0.13
H 3.242 25.940 -22.285 0.8524 0.4811 0.2839 0.13
H 1.716 26.621 -22.272 -0.7214 -0.3137 0.5226 0.13
H 1.073 24.441 -21.824 -0.2282 -0.7858 0.2181 0.10
H 0.135 25.471 -20.796 0.3397 0.7222 0.2552 0.11
H 0.887 24.145 -19.989 -0.2489 -0.5652 -0.4178 0.09
C -8.684 24.086 -10.871 1.1573 0.8215 0.3912 -0.07
C -9.384 24.863 -11.963 -1.3278 -2.1100 0.8228 -0.50
C -9.130 24.314 -13.330 1.4401 1.3016 -0.6471 -0.07
O -10.766 24.628 -11.701 -1.5275 1.2885 0.2995 -0.08
H -7.609 24.110 -11.049 0.1771 -0.4478 0.0267 0.08
H -9.076 23.072 -10.796 0.2114 -0.0680 -0.3222 0.08
H -8.817 24.530 -9.884 -0.2505 0.1674 -0.0516 0.08
H -9.281 25.947 -11.928 0.3120 -0.1163 0.1209 0.14
H -9.624 25.028 -13.989 -0.5063 -0.7717 -0.4989 0.09
H -9.345 23.252 -13.443 -0.4612 0.1994 -0.0409 0.09
H -8.081 24.445 -13.595 0.2950 -0.1540 0.0488 0.08
H -11.054 23.729 -11.874 0.4833 -0.1093 -0.1522 0.08
C 1.655 34.412 -13.327 -1.3671 -0.1396 -0.4369 -0.03
C 0.282 33.946 -14.006 -0.1376 -0.1242 1.9704 -0.49
C -0.743 33.588 -12.962 -0.3064 -0.9608 2.2894 -0.08
O -0.179 34.967 -14.781 0.1703 2.1928 -2.4694 -0.05
H 1.622 35.467 -13.053 -0.4713 0.2421 -0.5077 0.07
H 2.501 34.308 -14.006 0.0753 -0.3680 0.3155 0.07
H 1.745 33.978 -12.331 0.5468 -0.7477 -0.3987 0.06
H 0.301 33.034 -14.603 1.1149 -0.0467 -0.2920 0.13
H -0.205 33.279 -12.066 0.0260 -0.0505 0.2335 0.07
H -1.381 32.718 -13.121 0.0571 -0.0271 -0.8058 0.08
H -1.435 34.337 -12.577 0.2569 0.6555 -0.4479 0.08
H -1.082 35.282 -14.700 0.0364 -0.6338 0.5479 0.10
C -2.301 18.197 -11.753 1.0310 -1.6568 -0.2642 -0.05
C -2.546 17.289 -13.006 0.0341 0.5506 1.9270 -0.50
C -3.742 16.341 -12.791 0.2495 1.2501 -0.0713 -0.05
O -2.724 18.223 -14.015 -1.0638 0.3475 -2.0151 -0.06
H -1.576 18.960 -12.036 -0.0293 0.2286 0.0209 0.07
H -1.758 17.583 -11.034 -0.3508 0.1465 0.6092 0.07
H -3.191 18.676 -11.345 -0.0243 -0.2831 -0.1069 0.09
H -1.671 16.699 -13.279 0.3589 -0.1972 0.4993 0.12
H -3.682 15.871 -11.809 0.3355 -0.2783 -0.1583 0.08
H -3.842 15.608 -13.591 -0.1185 0.0747 0.1211 0.08
H -4.612 16.993 -12.712 -0.3087 -0.1743 -0.3567 0.08
H -2.142 18.962 -13.822 -0.1124 0.0077 -0.2124 0.07
```
Positions in Å, forces in eV/Å.

Computed, not measured: a molecular structure, C3H5EuO3 at a distorted geometry, with wB97M-V/def2-TZVPD.

Its spin multiplicity is 8. The value obtained for the gap between HOMO and LUMO (alpha / beta) is 4.41 / 4.16 eV. For the electronic energy, the calculation gives -28658.1076 eV. As for the total charge: -1.

XYZ file:
```
12
Properties=species:S:1:pos:R:3:forces:R:3:lowdin_charge:R:1
H 1.210 -0.910 -1.630 0.2356 -0.0947 0.4136 0.09
C 1.082 -0.893 -0.529 -0.1238 -0.9213 1.7632 -0.42
C -0.147 -0.082 -0.171 0.9933 2.4278 1.0211 -0.19
O -1.333 -0.595 0.459 0.7986 -2.4705 1.0985 -0.14
C -2.159 0.186 1.077 -0.7616 -0.3816 -0.1408 -0.21
O -2.593 1.044 0.163 -0.3814 1.1906 -0.3821 0.01
Eu 4.208 1.001 0.291 -1.0562 -0.6451 -0.0474 0.08
O 2.073 -0.253 0.225 1.9201 -0.0553 -1.0943 -0.69
H 0.912 -1.906 -0.115 0.2261 -0.1949 -0.5952 0.10
H 0.520 0.434 0.769 -2.4072 0.0589 -2.8356 0.17
H -0.525 0.354 -1.109 0.4564 1.1192 0.6564 0.11
H -3.248 1.620 0.571 0.1002 -0.0330 0.1426 0.08
```
Positions in Å, forces in eV/Å.

Computed, not measured: a molecular structure, C29H25O5P2S2W at a distorted geometry, with wB97M-V/def2-TZVPD.

Its spin multiplicity is 1. The value obtained for the gap between HOMO and LUMO (alpha / beta) is 4.46 / 4.46 eV. For the electronic energy, the calculation gives -82761.5413 eV. The calculation puts the energy above the lowest of the compared OMol25 structures with the same formula, charge and spin at 3.7 kcal/mol. As for the total charge: +3.

XYZ file:
```
64
Properties=species:S:1:pos:R:3:forces:R:3:lowdin_charge:R:1
W -2.356 0.290 0.277 2.3705 -0.9855 2.4315 1.51
O -6.212 0.318 -1.657 3.0298 -0.3127 1.1506 0.26
C -5.215 0.556 -0.820 0.4271 -0.4618 -2.4279 -0.31
O -3.959 0.320 -1.101 -1.9946 0.0864 0.2272 -0.12
C -5.565 1.119 0.496 0.1065 0.3161 1.0316 0.00
O -4.513 0.526 1.316 0.4483 0.3652 -1.7784 -0.24
C -4.332 0.910 2.655 -0.2654 -0.7499 1.5252 -0.08
C -2.920 0.670 3.126 0.2165 0.5193 4.3119 -0.47
O -2.739 0.722 4.355 0.2162 -0.2197 -4.6482 0.17
O -1.990 0.317 2.205 -0.7105 0.5224 -0.3358 -0.31
H -5.851 -0.208 -2.422 -0.5518 0.5684 0.1480 0.21
H -5.515 2.235 0.518 0.0991 -0.6316 -0.1829 0.19
H -6.596 0.838 0.768 0.4926 -0.1875 0.2397 0.19
H -4.703 1.895 2.890 0.0520 0.4608 -0.0603 0.17
H -4.832 0.180 3.281 -0.7368 0.0775 0.1276 0.17
S -1.732 2.644 0.116 -1.1731 -1.3092 0.4670 0.56
P 0.070 1.725 -0.241 2.2869 -0.2745 -0.5941 0.57
C -0.385 0.054 -0.123 -3.6677 0.1033 -0.2256 -0.61
P -0.023 -1.597 0.384 1.6480 -0.7492 -0.5911 0.60
S -1.936 -2.235 0.794 -0.6343 1.8567 -0.5712 0.50
C 1.254 -1.720 1.627 -0.7865 -0.6606 0.0397 -0.35
C 0.966 -1.937 2.989 1.3994 -0.2086 -0.9087 -0.06
C 1.922 -2.556 3.770 0.7506 -0.9909 -0.1784 -0.01
C 3.126 -3.056 3.179 -1.4937 1.3171 0.3472 -0.01
C 3.430 -2.727 1.874 0.1834 0.3353 -0.5305 -0.03
C 2.472 -2.086 1.068 1.3307 -0.1261 0.1047 -0.09
C 0.527 -2.686 -0.964 0.0974 0.4102 -0.3446 -0.39
C 0.519 -2.178 -2.257 -0.6783 0.7257 -0.3637 -0.08
C 0.564 -3.070 -3.335 0.3106 1.4738 0.7320 -0.05
C 0.840 -4.397 -3.154 -0.4902 -0.6992 -0.4963 -0.03
C 0.936 -4.910 -1.872 0.1320 1.0134 0.9416 -0.02
C 0.798 -4.055 -0.771 0.0403 -0.5452 1.0937 -0.06
C 0.365 2.210 -1.904 0.6721 0.0767 -0.5076 -0.39
C -0.320 1.525 -2.906 -0.2787 -0.1639 -0.3567 -0.12
C -0.086 1.853 -4.236 -0.2972 -0.4694 0.6982 -0.04
C 0.754 2.905 -4.561 -0.3594 -0.0267 -0.8391 -0.02
C 1.402 3.612 -3.571 0.0568 0.1148 0.3421 -0.02
C 1.259 3.248 -2.243 -0.4466 -0.1077 0.0169 -0.05
C 1.487 2.052 0.783 0.3607 0.6759 0.0813 -0.34
C 1.367 2.387 2.122 1.4966 -0.0028 -0.1275 -0.06
C 2.518 2.735 2.846 -0.0634 0.1852 -0.0733 -0.02
C 3.761 2.894 2.232 -0.7928 -0.6428 -1.0872 0.01
C 3.879 2.533 0.873 0.0278 -0.0291 0.8637 -0.03
C 2.777 2.078 0.198 -0.4350 -0.9260 -1.9382 -0.10
H 0.015 -1.647 3.321 -1.1314 0.2486 0.8894 0.09
H 1.742 -2.785 4.818 -0.1058 0.1727 -0.1938 0.13
H 3.817 -3.634 3.755 0.2620 -0.1689 0.3783 0.12
H 4.432 -2.966 1.497 -0.6103 -0.0145 -0.1186 0.13
H 2.703 -1.899 0.012 -0.1147 -0.1447 0.5292 0.12
H 0.446 -1.068 -2.450 -0.1729 -1.3868 0.1933 0.10
H 0.364 -2.627 -4.276 0.2671 -0.0245 -1.0183 0.11
H 0.915 -5.044 -4.026 -0.0226 0.0250 0.2501 0.13
H 1.107 -5.947 -1.694 0.2228 -0.4951 0.0194 0.12
H 0.966 -4.472 0.261 -0.4933 0.4762 -1.1583 0.14
H -1.064 0.738 -2.680 0.5876 0.4356 -0.0847 0.09
H -0.584 1.245 -4.967 -0.0808 0.1501 -0.4872 0.12
H 0.845 3.197 -5.608 0.1566 -0.0944 0.3056 0.14
H 2.011 4.465 -3.818 0.1972 0.0540 -0.0703 0.13
H 1.817 3.803 -1.507 -0.0711 -0.0296 0.2373 0.12
H 0.426 2.343 2.589 -1.0431 0.0655 0.7613 0.09
H 2.427 2.906 3.903 -0.0686 0.1928 0.2237 0.12
H 4.642 3.232 2.743 0.0652 0.1030 0.4243 0.13
H 4.836 2.547 0.366 -0.0441 0.0806 0.0942 0.13
H 2.920 1.680 -0.843 -0.1962 0.6311 1.0711 0.14
```
Positions in Å, forces in eV/Å.